# 1
Density functional theory data (ωB97M-V/def2-TZVPD) for C15H20FNO2 in the gas phase.

Each line ends with the Mulliken charge.
Positions of all 39 atoms, in Å:
C 3.077 4.856 0.025  -1.10
C 3.452 3.502 0.610  -0.27
O 2.373 2.570 0.505  -0.32
C 2.229 1.932 -0.661  -0.24
O 2.945 2.095 -1.613  -0.60
C 1.080 0.944 -0.591  1.33
C 1.639 -0.392 -0.083  -1.03
C 0.506 -1.419 0.071  -0.85
N -0.517 -1.330 -0.965  0.11
C -1.781 -0.786 -0.505  -0.57
C -2.447 -1.739 0.454  0.17
C -3.068 -1.282 1.608  -0.28
C -3.688 -2.163 2.477  -0.64
C -3.671 -3.511 2.177  0.39
F -4.271 -4.379 3.022  -0.33
C -3.056 -3.997 1.037  -0.54
C -2.447 -3.102 0.179  -0.39
C -0.005 -0.711 -2.168  -1.09
C 0.433 0.751 -1.970  -0.90
H 2.886 4.757 -1.041  0.31
H 3.895 5.555 0.173  0.38
H 2.185 5.243 0.510  0.30
H 3.657 3.578 1.680  0.31
H 4.323 3.093 0.089  0.33
H 0.363 1.321 0.143  0.34
H 2.385 -0.749 -0.796  0.35
H 2.133 -0.251 0.879  0.41
H 0.025 -1.295 1.044  0.47
H 0.937 -2.428 0.042  0.20
H -2.426 -0.671 -1.383  0.39
H -1.688 0.203 -0.028  0.22
H -3.072 -0.225 1.834  0.35
H -4.175 -1.817 3.376  0.42
H -3.063 -5.057 0.836  0.44
H -1.954 -3.451 -0.714  0.40
H -0.773 -0.768 -2.943  0.44
H 0.844 -1.314 -2.498  0.44
H 1.159 1.018 -2.740  0.40
H -0.424 1.418 -2.069  0.27

Output
- Gap between HOMO and LUMO: 9.1280 eV
- Spin multiplicity: 1
- Molar mass: 265.328 g/mol
- Max |F|: 0.0102 hartree/bohr
- SMILES string: CCOC(=O)C1CCN(Cc2ccc(F)cc2)CC1
- Relative energy (zero: lowest compared OMol25 entry of this formula, charge and spin): 15.2 kcal/mol

***

# 2
Density functional theory data (ωB97M-V/def2-TZVPD) for a gas-phase ion, C11H25B2F3N2O6P (charge -1) at a distorted geometry.

Each line ends with the Mulliken charge.
Positions of all 50 atoms, in Å:
C -4.214 -1.293 0.227  -0.85
C -4.158 0.200 0.774  -0.29
C -3.091 0.454 1.932  -0.51
O -1.942 1.109 1.350  -0.36
C -0.935 0.077 1.099  -0.94
C -0.188 0.339 -0.282  1.16
P -1.430 1.058 -1.533  -0.11
N -0.750 1.591 -2.894  -0.76
O -0.080 -1.021 -0.791  -0.94
B 0.989 -1.134 -1.838  1.44
C 1.543 -2.680 -1.608  -0.47
O 0.390 -3.473 -1.083  -0.32
C 0.674 -4.005 0.149  0.87
F 0.955 -3.053 1.120  -0.19
F -0.500 -4.658 0.582  -0.32
F 1.665 -4.982 0.147  -0.29
O 1.852 0.003 -1.455  -1.05
C 1.344 0.794 -0.332  -0.47
N 1.774 2.144 -0.710  0.03
C 0.926 3.259 -0.292  -0.42
C 0.521 3.315 1.241  -0.68
B 2.384 0.305 0.841  1.11
O 2.670 1.101 2.027  -0.69
O 3.140 -0.930 0.758  -0.46
C 4.447 -0.640 0.176  -0.77
H -3.213 -1.816 0.165  0.12
H -4.623 -1.257 -0.833  0.26
H -4.882 -1.934 0.893  0.34
H -3.977 0.915 -0.082  0.19
H -5.180 0.465 1.203  0.41
H -3.566 1.218 2.640  0.28
H -2.848 -0.452 2.561  0.31
H -0.265 0.058 2.012  0.16
H -1.405 -0.958 1.021  0.50
H -2.145 2.193 -0.985  0.09
H -2.387 0.015 -1.833  0.01
H -1.153 1.052 -3.669  0.25
H 0.610 -1.175 -2.986  -0.39
H 2.434 -2.777 -0.920  0.18
H 1.784 -3.154 -2.622  0.11
H 2.147 2.218 -1.654  0.25
H -0.028 3.409 -0.912  0.15
H 1.530 4.214 -0.488  0.40
H 0.456 2.325 1.771  0.12
H -0.477 3.840 1.412  0.25
H 1.292 3.954 1.780  0.28
H 3.508 1.580 1.872  0.25
H 4.302 0.014 -0.746  0.27
H 4.916 -1.615 -0.176  0.22
H 5.102 -0.142 0.961  0.24

Output
- Gap between HOMO and LUMO: 7.2743 eV
- Spin multiplicity: 1
- Molar mass: 390.921 g/mol
- Max |F|: 0.0645 hartree/bohr
- Net charge: -1

***

# 3
Density functional theory data (ωB97M-V/def2-TZVPD) for 9 unconnected molecules or ions with the total composition C27H69N3O9 at a distorted geometry.

Each line ends with the Mulliken charge.
Positions of all 108 atoms, in Å:
C 13.453 14.509 16.668  -1.68
C 14.774 14.160 15.940  1.69
C 15.877 14.817 16.727  -1.94
C 15.047 12.617 15.982  -1.30
C 14.412 11.709 14.945  -0.66
C 14.581 12.347 13.494  -1.18
C 14.253 13.850 13.298  1.98
C 14.953 14.248 11.942  -1.61
C 12.709 13.943 13.141  -1.24
N 14.826 14.631 14.476  0.27
O 14.501 16.038 14.323  -0.48
H 12.619 13.984 16.202  0.31
H 13.518 14.381 17.749  0.44
H 13.072 15.524 16.558  0.35
H 16.919 14.606 16.485  0.35
H 15.716 15.888 16.598  0.48
H 15.725 14.584 17.781  0.40
H 16.112 12.391 15.930  0.36
H 14.629 12.267 16.926  0.43
H 14.838 10.706 14.941  0.39
H 13.335 11.648 15.107  0.30
H 14.121 11.683 12.762  -0.14
H 15.638 12.177 13.288  0.52
H 14.653 15.247 11.627  0.45
H 14.797 13.541 11.127  -0.09
H 16.034 14.372 11.997  0.52
H 12.491 15.011 13.106  0.51
H 12.117 13.426 13.896  0.11
H 12.379 13.535 12.185  0.12
H 15.374 16.414 14.451  0.36
C 9.650 10.756 13.670  -2.01
C 9.391 10.094 12.280  2.32
C 10.718 9.814 11.607  -1.43
C 8.643 8.816 12.577  -1.45
C 8.030 8.209 11.277  -0.38
C 7.087 9.192 10.636  -1.28
C 7.754 10.574 10.279  1.73
C 8.619 10.301 8.922  -1.70
C 6.605 11.615 10.008  -1.95
N 8.582 11.060 11.407  -0.05
O 9.224 12.278 11.117  -0.30
H 10.274 11.631 13.491  0.21
H 8.762 11.173 14.146  0.51
H 10.084 10.146 14.462  0.34
H 11.178 8.951 12.088  0.39
H 10.588 9.400 10.607  -0.16
H 11.384 10.667 11.473  0.30
H 9.285 8.035 12.985  0.42
H 7.857 9.002 13.309  0.35
H 8.878 7.967 10.637  0.09
H 7.559 7.251 11.500  0.43
H 6.297 9.335 11.373  0.37
H 6.585 8.738 9.782  0.53
H 9.259 11.160 8.718  0.38
H 7.952 10.070 8.092  0.48
H 9.369 9.511 8.967  0.24
H 5.751 11.185 9.486  0.39
H 7.054 12.464 9.493  0.39
H 6.127 12.000 10.909  0.42
H 9.830 11.948 10.450  0.22
C 15.605 8.838 12.081  -2.00
C 15.214 7.876 10.979  1.94
C 16.317 6.850 10.870  -2.00
C 13.858 7.318 11.489  -0.71
C 13.145 6.384 10.468  -0.85
C 12.862 7.178 9.117  -1.03
C 14.185 7.880 8.581  1.64
C 14.990 6.889 7.865  -1.72
C 13.613 8.922 7.624  -2.16
N 14.873 8.599 9.726  1.61
O 15.875 9.454 9.268  -0.45
H 16.379 9.529 11.749  0.43
H 14.789 9.475 12.423  0.00
H 15.969 8.340 12.980  0.59
H 16.642 6.529 11.860  0.43
H 16.126 5.978 10.245  0.37
H 17.253 7.218 10.450  0.41
H 13.913 6.834 12.464  0.57
H 13.165 8.121 11.741  -0.41
H 13.707 5.471 10.269  0.36
H 12.244 5.996 10.944  0.57
H 12.002 7.812 9.335  -0.26
H 12.557 6.423 8.393  0.53
H 15.988 6.819 8.299  0.26
H 14.996 7.081 6.792  0.46
H 14.572 5.883 7.853  0.34
H 12.898 8.450 6.950  0.52
H 14.359 9.412 6.998  0.47
H 13.069 9.755 8.070  0.19
H 16.436 8.838 8.792  0.33
O 14.022 11.420 10.065  -0.20
H 14.451 10.567 10.132  -0.07
H 14.673 11.983 9.646  -0.02
O 14.686 14.371 7.506  -0.67
H 13.747 14.192 7.553  0.31
H 15.096 13.604 7.907  0.32
O 12.301 12.393 6.398  -0.57
H 11.740 11.710 6.028  0.25
H 13.129 12.304 5.927  0.25
O 11.843 12.800 9.065  0.10
H 11.900 12.375 8.210  0.07
H 12.640 12.531 9.521  0.09
O 10.936 14.873 6.800  -0.57
H 11.180 14.034 6.410  0.31
H 11.349 15.528 6.238  0.27
O 10.804 15.319 10.587  -0.65
H 11.443 15.954 10.262  0.28
H 11.068 14.489 10.190  0.26

Output
- Gap between HOMO and LUMO: 7.6594 eV
- Spin multiplicity: 1
- Molar mass: 579.861 g/mol
- Max |F|: 0.0777 hartree/bohr
- SMILES string: CC1(C)CCCC(C)(C)N1O.CC1(C)CCCC(C)(C)N1O.CC1(C)CCCC(C)(C)N1O.O.O.O.O.O.O
- Relative energy (zero: lowest compared OMol25 entry of this formula, charge and spin): 49.3 kcal/mol

***

# 4
Density functional theory data (ωB97M-V/def2-TZVPD) for C5H11N3 in the gas phase at a distorted geometry.

Each line ends with the Mulliken charge.
Positions of all 19 atoms, in Å:
H 0.445 0.301 2.388  0.20
N -0.356 0.176 1.757  -0.74
C -0.366 -0.979 1.067  0.36
N -0.681 -2.184 1.643  -0.44
C -0.216 -0.686 -0.304  -0.22
N -0.894 -1.371 -1.329  -0.54
C 0.291 0.645 -0.310  1.10
C -0.353 1.693 -1.175  -1.48
C 1.723 0.958 0.053  -1.35
H -1.163 -2.148 2.529  0.26
H -0.733 -2.968 1.009  0.23
H -1.905 -1.292 -1.290  0.23
H -0.543 -1.197 -2.260  0.24
H 0.211 1.857 -2.099  0.36
H -1.381 1.434 -1.433  0.33
H -0.363 2.643 -0.633  0.38
H 2.315 1.039 -0.868  0.37
H 2.165 0.172 0.667  0.39
H 1.804 1.907 0.589  0.33

Output
- Gap between HOMO and LUMO: 7.8025 eV
- Spin multiplicity: 1
- Molar mass: 113.164 g/mol
- Max |F|: 0.0449 hartree/bohr
- SMILES string: [H]/N=C(\N)C(N)=C(C)C
- Relative energy (zero: lowest compared OMol25 entry of this formula, charge and spin): 67.2 kcal/mol